Below is a molecular structure, C38H99CdN6O15 at a distorted geometry, with properties calculated with the ωB97M-V functional and the def2-TZVPD basis.

The HOMO energy comes out at -9.59 eV. The value obtained for the relative energy (zero: lowest compared OMol25 entry of this formula, charge and spin) is 205.0 kcal/mol. The largest force on an atom is 3.07 eV/A. As for the total charge: +1.

Geometry as XYZ:
```
159
Properties=species:S:1:pos:R:3:forces:R:3
Cd 4.961014 5.038775 1.373403 -0.4119 -0.1389 0.4659
O 12.792668 -3.613138 2.826600 0.1477 1.3918 -0.7168
O -0.072026 -9.042687 5.998210 0.6971 -0.0690 -0.6738
O -0.943673 -4.431549 5.968000 0.9369 -0.4696 0.3284
O 8.412456 -3.404627 2.055849 -1.0155 0.3932 -0.2450
O 1.912153 2.674879 -0.763859 -0.2408 -1.5629 -2.5651
O -8.886083 4.480705 1.802735 -0.6445 0.8820 -0.5124
O -3.499989 6.627015 -6.624851 -0.3226 1.5781 -0.8690
O -1.784369 5.238692 3.426461 0.1085 0.0030 0.2141
O -5.370724 3.178851 -7.605630 0.8213 -0.2757 0.4277
O -8.072677 8.630336 1.855574 1.5805 -0.0069 0.1321
O -1.601529 -7.201128 -6.172030 0.1324 -0.0248 0.6057
O 4.740707 3.941678 6.655068 -0.4350 -1.3954 0.4514
O -6.210292 -8.435037 -6.502347 -1.2464 -2.0791 1.8800
O 6.644645 1.578781 2.126237 -0.2110 0.4049 -0.0990
O 3.603994 7.366702 3.063673 1.1529 -0.8899 0.7930
N 10.468453 -3.796162 4.297558 0.4202 -0.5673 0.2731
N -4.007214 -7.417241 -8.199405 -0.0435 -0.0711 -0.1383
N -1.159716 -6.718825 4.364040 -1.1539 -1.3786 0.1677
N 4.965741 6.128817 5.049597 -0.5230 1.0792 -0.8790
N -6.698937 6.312800 1.499504 1.1148 -1.7522 0.3757
N -3.040352 4.383752 -8.616664 -0.8449 -1.4734 -1.8760
C 11.385710 -4.942568 4.160839 -0.2448 -0.2919 -0.6080
C -9.936505 3.533531 2.130769 1.6813 0.0362 -0.2534
C -0.550979 -5.570417 3.811899 0.4324 1.9349 0.9392
C -5.869267 -9.131883 -7.682057 0.1776 1.3946 -0.7056
C -2.287560 4.712901 -7.482701 1.1837 0.4422 1.1774
C -3.478935 8.067449 -6.524364 -0.5044 -0.0234 1.2945
C -1.106753 -4.317609 4.574904 -1.3614 -0.0314 -0.6820
C -2.248486 6.202048 -7.158530 -0.4840 -0.6577 0.2404
C -8.245547 9.682032 2.801203 -1.0992 -0.1165 -0.5755
C -6.737540 8.644172 1.296765 -0.3651 0.5649 -0.2292
C 3.849510 6.091193 5.992136 0.9836 -0.2013 0.3003
C -2.904107 -8.392504 -7.979527 0.0172 1.2524 0.4480
C -0.626751 -7.989567 3.853691 1.4097 1.1561 1.4472
C 1.742703 1.697015 -1.790000 1.5863 1.6693 1.5943
C -6.874118 -9.359664 -5.523676 0.3547 0.6950 -1.0284
C 2.739985 7.899183 2.150034 -0.8610 -0.1692 -2.2965
C -6.656306 4.975223 0.840440 -1.7664 1.0713 0.5638
C 5.324384 7.551760 4.780422 -0.0692 -0.8298 -0.7985
C -4.168758 2.369531 -7.761470 -0.5321 0.0726 0.4308
C 4.473930 2.832917 7.588401 0.3120 0.5402 -0.5933
C -6.182449 3.457038 -8.732439 1.1382 0.0061 -0.3542
C -1.568765 -7.701820 -7.513969 -0.6940 0.0486 0.2562
C 4.221803 8.279673 3.944729 0.7314 -0.1983 0.9286
C -3.184569 2.875098 -8.803173 -1.1368 1.9737 -0.1171
C -7.532863 3.995566 1.657408 -0.7700 0.2148 0.3511
C -1.703245 -3.569262 6.804137 0.4183 0.0032 -0.9757
C -1.770330 -5.791885 -5.929748 0.2061 -1.2087 -1.2801
C -0.786407 -9.210954 4.768545 -0.8246 -0.0102 -0.0879
C 9.069796 -4.214940 4.277059 0.0453 0.3334 0.0477
C 2.355577 1.954690 -3.193427 1.4254 0.9938 0.2803
C 3.546991 4.681957 6.450188 0.3513 0.7788 1.0597
C -6.396198 7.380114 0.591241 -1.4452 -0.4068 -0.1793
C 12.822244 -4.440966 3.942287 -0.7797 -1.2494 0.8939
C 14.059342 -3.145588 2.407004 1.2823 -0.3946 0.6479
C 8.576996 -4.556339 2.870986 -0.1676 0.0914 0.1921
C -5.265645 -8.037239 -8.637318 0.3696 -2.1004 0.0306
C -0.078715 -10.103573 6.938656 -0.6683 -0.4308 0.0619
C 8.054125 -3.704399 0.700324 2.0306 0.3059 -0.2874
H -1.035008 5.039366 2.865252 0.1748 -0.0838 -0.1154
H -2.207718 2.391543 -8.808907 -0.0177 0.0357 0.4552
H 2.005861 1.340045 -4.022887 -0.3821 -0.0385 0.4453
H -5.946355 8.727106 2.041916 -0.3183 0.5649 0.5438
H -0.662479 -5.529055 2.728408 -0.5057 0.3363 -0.0211
H 2.914825 6.515023 5.624924 0.2564 0.2861 -0.1647
H -7.134477 5.153257 -0.122754 0.1804 -0.6150 -0.5849
H 8.479673 -3.456425 4.791373 -0.2493 0.3446 -0.4902
H 1.946817 0.718279 -1.355818 -0.1648 -0.1930 -0.2456
H -7.041499 7.251777 -0.277786 -0.0279 0.2487 -0.6454
H 11.033996 -5.580627 3.350114 0.3928 -0.0818 -0.6398
H -1.072178 -10.306357 7.338673 -0.3762 0.7000 0.3760
H -9.213543 9.527685 3.277910 0.0863 -0.3240 0.1535
H -5.370317 7.470072 0.234065 0.2020 -0.3790 0.2265
H -2.615880 4.214752 -6.570474 -0.0695 -0.2102 0.3884
H -6.973467 -8.903531 -4.538702 0.3060 0.3327 -0.2927
H 3.445039 8.749316 4.548201 -0.0427 -0.0775 0.2927
H 7.626482 -5.085158 2.941537 -0.0911 -0.2752 -0.1227
H 11.292187 -5.639253 4.993891 0.2990 0.4574 0.5816
H -9.445030 2.815188 2.786916 -0.6469 -0.2476 0.3861
H -3.237172 -9.095393 -7.215909 0.4435 -0.3795 0.0707
H 0.526452 -5.511722 3.966190 0.6428 -0.3629 0.1136
H 2.780994 4.293742 5.778902 0.2453 -0.9058 0.0042
H -1.545339 -2.513260 6.584997 0.3615 0.2399 -0.2236
H -2.009173 6.758423 -8.064762 0.2370 0.2093 0.0407
H 9.345104 -5.176798 2.409315 -0.1505 -0.4149 -0.1515
H -5.621433 4.650191 0.733162 -0.1344 -0.2523 0.0102
H -0.819708 -8.115006 2.788265 -0.7329 -0.4177 0.1945
H 0.688029 1.774743 -2.054049 -1.1190 0.1049 0.3673
H -1.039228 -5.232850 -6.513767 -0.1364 0.1907 -0.4273
H 14.619543 -3.896452 1.849801 -0.2170 -0.4002 -0.2039
H 8.959003 -4.098028 0.237332 0.0798 -0.8623 -0.0953
H -1.024534 -6.673347 5.363926 -0.0674 -0.2212 0.1949
H -3.960608 4.781799 -8.495105 -0.2431 -0.1470 -0.1474
H -10.804843 4.024992 2.569594 0.5148 0.3072 0.3198
H -7.646629 6.469427 1.811652 -0.1682 -0.0301 0.1621
H -4.240779 8.408656 -5.823468 -0.2529 -0.5698 0.1872
H -1.277714 4.369281 -7.706854 0.4070 0.1566 0.3865
H 3.440479 1.857111 -3.154106 0.2307 -0.7898 0.3579
H -1.571945 6.375682 -6.321720 0.8184 0.0181 -0.3903
H -5.754495 4.259035 -9.333891 0.1627 0.3039 -0.1107
H -7.148847 3.833549 -8.397160 -0.0102 -0.5722 0.0731
H -5.237574 -10.000056 -7.494069 0.6793 0.2090 0.2454
H -2.725007 -8.909690 -8.922155 0.0899 -0.0971 0.0112
H -3.615579 2.647909 -9.778212 0.1061 0.4481 -0.2666
H -8.391873 10.619184 2.264134 0.5371 0.3446 0.0404
H 0.451344 -7.831235 3.880791 0.7156 -0.3319 -0.2332
H -6.049202 -7.346239 -8.948206 0.1909 0.4353 0.6258
H -2.553832 8.419224 -6.067697 0.3858 -0.1560 -0.1405
H -0.449350 -10.025615 4.127597 0.4455 -0.5002 0.4221
H 8.001551 -2.796670 0.099198 -0.7156 0.4363 0.6170
H 5.615751 8.143636 5.648114 -0.6981 0.0394 0.5918
H 3.174817 4.806949 7.467039 -0.9815 -0.0230 -0.1506
H 6.477758 0.741134 1.694118 -0.0621 -0.2485 -0.1073
H -3.671004 2.406343 -6.792460 -0.3628 0.0375 0.1741
H 7.433140 1.427121 2.647307 0.2241 -0.0382 0.1819
H 5.394988 2.375857 7.950121 0.2312 0.3956 -0.3746
H -1.330632 -3.740818 7.814006 -0.5524 -0.1931 -0.0222
H -1.812345 -9.446486 5.051517 -0.3946 0.1841 -0.2707
H 14.699324 -2.938130 3.264603 -0.0485 0.0843 0.3676
H 4.259889 6.657326 6.828297 -0.7181 0.2963 0.5869
H 3.936224 3.192584 8.465669 -0.0980 0.1630 -0.0387
H -5.091807 -8.597079 -9.556259 0.4410 0.0199 -0.2886
H 3.276312 8.301239 1.290490 0.1905 1.2401 0.2312
H -7.478608 9.743677 3.573269 0.2173 -0.0710 -0.1929
H 1.920091 8.517678 2.515172 0.3577 0.3655 0.2870
H -2.766071 -3.723381 6.617728 -0.2078 -0.3375 0.5351
H 13.083539 -4.044037 4.923244 0.2752 1.3082 -0.1448
H -1.509855 -5.546652 -4.900121 -0.5804 -0.4424 0.1190
H 14.131796 -2.235351 1.811770 -1.1516 0.0100 -0.0423
H -6.702233 -9.604754 -8.202330 -0.7144 0.3329 0.0455
H -7.091746 3.997112 2.654153 0.0819 -0.5257 0.2241
H 6.257016 7.625099 4.221047 -0.0338 -0.5970 -0.4423
H 7.225269 -4.372625 0.466729 -0.2372 0.0448 0.7000
H 13.586123 -5.209166 3.822081 -0.2766 -0.6534 -0.3376
H 2.258467 7.097942 1.589454 -0.3648 -0.6607 0.5677
H 2.369275 3.008084 -3.473223 -1.0136 0.1282 0.0254
H -3.687469 8.706281 -7.382565 0.2582 -0.7817 -0.8447
H 4.775607 9.086993 3.465525 -0.2835 0.1436 -0.5925
H 10.613424 -3.246185 3.462926 0.1276 0.4138 -0.0283
H -7.872226 -9.652395 -5.849496 -0.1729 0.3952 -0.3517
H -0.747117 -3.351228 4.221523 0.6729 -0.0065 -0.2010
H -4.196915 -6.986537 -7.305755 -0.0384 0.1768 0.1727
H -2.478977 5.491764 2.818434 -0.2957 0.0843 -0.0999
H -10.337448 3.000218 1.268851 0.3526 -0.0150 -0.4073
H -2.792967 -5.591910 -6.249650 0.0491 0.8878 0.4387
H -6.652365 9.419455 0.535338 -0.0047 0.6139 0.2776
H -4.457655 1.331496 -7.926161 -0.0456 -0.1595 -0.2339
H -0.745037 -8.415256 -7.489721 -0.2120 -0.3458 -0.2114
H -6.191236 2.603730 -9.410590 -0.6876 -0.2577 0.0759
H 0.145861 -11.121584 6.620348 0.7182 0.1043 -1.0416
H 5.678188 5.591267 5.522422 0.5857 0.1602 -0.2555
H 8.921913 -5.066222 4.941558 0.2294 -0.3951 -0.2186
H 3.894370 2.039856 7.115892 -0.1486 0.1398 -0.1913
H -6.361413 -10.315893 -5.419434 0.6128 0.1644 -0.0788
H -1.266101 -6.919896 -8.210452 -0.2311 0.2149 -0.1459
H 0.625150 -9.878129 7.739807 -0.2003 0.3072 -0.1149
H -7.664324 2.993906 1.248116 0.8626 -0.1108 -0.1936
H -2.179853 -4.259932 4.392587 -0.4051 -0.2037 -0.2341
```
Positions in Å, forces in eV/Å.